# C22H19ClN4O3S2

One molecule with the formula C22H19ClN4O3S2 in a non-equilibrium geometry (ωB97M-V/def2-TZVPD, OMol25).

ORCA input file:
```
! RIJCOSX wB97M-V def2-TZVPD def2/J DEFGRID3
* xyz 0 1
C -2.481 3.709 -3.794
C -2.039 4.780 -3.165
C -1.082 4.771 -2.010
O -0.650 3.471 -1.647
C -1.392 2.819 -0.725
O -2.357 3.316 -0.187
C -0.859 1.483 -0.471
C -1.439 0.650 0.427
C -2.647 0.981 1.235
N -0.924 -0.604 0.654
C 0.073 -1.119 -0.129
S 0.450 -2.846 0.031
C 0.292 -3.093 1.851
C -1.127 -3.489 2.136
O -2.030 -2.677 2.241
N -1.425 -4.820 2.213
C -0.615 -5.924 2.143
N 0.670 -5.945 2.099
C 1.151 -7.210 2.038
C 0.217 -8.192 2.040
S -1.367 -7.517 2.119
C 0.709 -0.370 -1.054
C 1.716 -0.900 -1.871
N 2.544 -1.296 -2.563
C 0.403 1.107 -1.221
C 1.587 1.904 -0.709
C 2.467 2.516 -1.590
C 3.556 3.228 -1.122
C 3.767 3.324 0.243
Cl 5.124 4.217 0.838
C 2.904 2.715 1.139
C 1.820 2.006 0.656
H -3.175 3.778 -4.613
H -2.168 2.717 -3.513
H -2.359 5.772 -3.452
H -0.174 5.326 -2.267
H -1.561 5.247 -1.143
H -3.471 1.259 0.580
H -2.942 0.137 1.854
H -2.453 1.847 1.864
H -1.442 -1.223 1.276
H 0.994 -3.886 2.101
H 0.546 -2.159 2.346
H -2.415 -5.012 2.325
H 2.214 -7.352 1.993
H 0.353 -9.252 2.000
H 0.279 1.332 -2.287
H 2.298 2.439 -2.654
H 4.237 3.705 -1.810
H 3.080 2.797 2.200
H 1.143 1.533 1.353
*
```

Results
LUMO (eV): 0.016
SMILES: C=CCOC(=O)C1=C(C)NC(SCC(=O)Nc2nccs2)=C(C#N)[C@@H]1c1ccc(Cl)cc1
Kohn-Sham gap (eV): 8.22
Strongest force on any atom (eV Å⁻¹): 1.25
Electronic energy (eV): -69418.1839